1.
DFT (wB97M-V/def2-TZVPD) results for a 2-piece molecular cluster, H6N2OSi overall in a non-equilibrium geometry.

Atoms and positions in Å:
N (0.95885, 1.46383, 1.44789)
N (-1.11933, -1.61032, -0.30649)
O (1.16064, -0.27213, -1.26503)
Si (-0.37668, -0.14595, -0.72348)
H (1.80375, 1.91268, 1.39825)
H (0.25842, 2.18828, 1.41722)
H (-0.80063, -2.40131, 0.12124)
H (-2.08690, -1.49703, -0.27077)
H (1.64009, -0.19597, -0.51433)
H (-1.43821, 0.55792, -1.30450)

The LUMO energy (spin up / spin down) comes out at -0.0054 / -0.0065 Ha. For the calculated total energy, the calculation gives -477.7716 Eh. Its spin multiplicity is 1. The value obtained for the HOMO-LUMO gap (spin up / spin down) is 7.2895 / 7.0322 eV. As for the HOMO energy (spin up / spin down): -7.44 / -7.21 eV.

***

2.
DFT (wB97M-V/def2-TZVPD) results for a 2-piece molecular cluster, H6N2P2 overall in a non-equilibrium geometry.

Atoms and positions in Å:
N (-1.28372, 1.00987, 0.01577)
N (-2.25951, 0.35937, 0.52380)
P (3.12051, -0.79920, 0.07696)
P (-3.05017, -0.87088, -0.21660)
H (-0.82795, 0.65958, -0.83325)
H (-2.50606, 0.73344, 1.40771)
H (2.47537, -0.20974, 1.31937)
H (4.16787, 0.07628, 0.13840)
H (2.37459, -0.18851, -0.91959)
H (-2.21091, -0.77021, -1.51257)

The LUMO energy (spin up / spin down) comes out at -0.0095 / 0.0079 Ha. For the calculated total energy, the calculation gives -795.6607 Eh. Its spin multiplicity is 1. The value obtained for the HOMO-LUMO gap (spin up / spin down) is 7.9631 / 8.1339 eV. As for the HOMO energy (spin up / spin down): -8.22 / -7.92 eV.

***

3.
DFT (wB97M-V/def2-TZVPD) results for a 2-piece molecular cluster, H6NO overall in a non-equilibrium geometry.

Atoms and positions in Å:
O (0.83890, 1.05041, 3.28861)
H (0.12111, 0.90172, 3.94506)
H (1.60580, 0.54431, 3.64073)
N (-0.51299, -0.49926, -2.17494)
H (0.41806, -0.17593, -1.84930)
H (-0.39128, -1.23804, -2.89385)
H (-1.03322, 0.30000, -2.58479)
H (-1.04641, -0.88318, -1.37150)

The LUMO energy comes out at -0.1733 Ha. For the calculated total energy, the calculation gives -133.3204 Eh. Its spin multiplicity is 1. The value obtained for the HOMO-LUMO gap is 9.2922 eV. The total charge is +1. As for the HOMO energy: -14.01 eV.

***

4.
DFT (wB97M-V/def2-TZVPD) results for the molecule H6NPSi in a non-equilibrium geometry.

Atoms and positions in Å:
N (1.72793, -0.33868, 0.61859)
P (0.74518, 0.56608, -1.08054)
Si (-1.36933, -0.01405, -0.41670)
H (2.00243, -1.39287, 0.41966)
H (1.03370, -0.40342, 1.34354)
H (0.88833, 1.79576, -0.55087)
H (-0.85745, -0.55325, 0.90540)
H (-1.95116, 1.26481, -0.04009)
H (-2.21964, -0.92440, -1.19898)

The LUMO energy comes out at 0.0087 Ha. For the calculated total energy, the calculation gives -689.0998 Eh. The SMILES is NP[SiH3]. Its spin multiplicity is 1. The value obtained for the HOMO-LUMO gap is 9.4644 eV. As for the HOMO energy: -9.23 eV.

***

5.
DFT (wB97M-V/def2-TZVPD) results for H6NPSi as an isolated structure in a non-equilibrium geometry.

Atoms and positions in Å:
N (0.75223, -1.40970, 0.79038)
Si (-0.51636, 1.16190, 0.01076)
P (-0.78400, -1.06344, 0.18153)
H (1.61035, -1.39137, 0.28999)
H (0.67880, -1.68501, 1.72340)
H (-1.39020, 2.56582, -0.70262)
H (-0.59451, 1.40985, 1.37577)
H (0.94840, 1.23264, -0.37884)
H (-0.69763, -1.56411, -1.04789)

The LUMO energy comes out at 0.0288 Ha. For the calculated total energy, the calculation gives -689.1199 Eh. Its spin multiplicity is 1. The value obtained for the HOMO-LUMO gap is 9.5004 eV. As for the HOMO energy: -8.72 eV.